Molecular formula: C36H41N5SeSn
Method: DFT, wB97M-V/def2-TZVPD

Last column: Löwdin charge in e.
Geometry (Å):
Sn  0.50  0.40  0.54  1.05
N  -3.97  1.14  1.95  0.05
N  0.03  3.48  0.22  -0.04
C  0.76  -0.97  -2.70  -0.29
C  -0.56  -0.46  -2.89  -0.27
C  -1.45  -1.24  -2.10  -0.28
C  -2.92  -1.08  -2.01  -0.10
H  -3.26  -0.43  -2.82  0.05
H  -3.22  -0.64  -1.05  0.03
H  -3.41  -2.06  -2.11  0.06
C  -0.68  -2.20  -1.39  -0.30
C  -1.21  -3.21  -0.44  -0.08
H  -1.91  -3.88  -0.95  0.06
H  -1.75  -2.74  0.40  0.05
H  -0.41  -3.82  -0.02  0.06
C  0.69  -2.05  -1.78  -0.33
C  1.81  -2.89  -1.32  -0.11
H  1.92  -2.87  -0.22  0.05
H  2.76  -2.56  -1.77  0.05
H  1.65  -3.94  -1.61  0.06
C  -0.92  0.65  -3.79  -0.08
H  -0.91  0.31  -4.84  0.07
H  -0.21  1.49  -3.71  0.04
H  -1.93  1.02  -3.57  0.06
C  1.98  -0.49  -3.39  -0.08
H  2.88  -0.67  -2.79  0.06
H  1.93  0.58  -3.61  0.05
H  2.12  -1.01  -4.36  0.07
C  -4.43  1.31  3.20  -0.22
H  -5.29  0.72  3.56  0.08
C  -3.79  2.16  4.15  -0.17
H  -4.24  2.32  5.15  0.07
C  -2.60  2.78  3.73  -0.15
H  -2.13  3.56  4.38  0.09
C  -2.00  2.32  2.51  -0.13
H  -1.13  2.85  2.09  0.06
C  -2.63  1.20  1.80  -0.49
C  -2.15  0.05  0.86  -0.26
H  -1.97  0.79  -0.09  -0.01
C  1.04  2.72  -0.13  -0.34
C  -0.35  4.36  -0.75  -0.15
H  -1.35  4.71  -0.81  0.08
C  0.81  4.61  -1.40  -0.14
H  1.03  5.49  -2.01  0.09
N  1.71  3.58  -1.04  -0.04
C  2.73  3.15  -1.87  -0.15
C  2.65  3.47  -3.23  -0.19
C  3.74  3.06  -4.00  -0.03
H  3.80  3.37  -5.05  0.11
C  4.75  2.30  -3.39  -0.30
C  5.99  2.07  -4.18  -0.09
H  6.45  1.12  -3.90  0.07
H  6.68  2.90  -3.95  0.08
H  5.75  2.10  -5.25  0.07
C  4.73  1.90  -2.05  -0.01
H  5.58  1.34  -1.61  0.12
C  3.68  2.33  -1.24  -0.19
C  3.55  1.98  0.20  -0.12
H  3.20  2.81  0.81  0.08
H  4.50  1.63  0.62  0.07
H  2.85  1.13  0.38  -0.06
C  1.44  4.08  -3.87  -0.07
H  1.23  5.12  -3.59  0.05
H  0.52  3.49  -3.74  0.08
H  1.60  4.17  -4.95  0.07
C  -3.19  -2.01  2.71  -0.04
N  -2.02  -2.53  3.39  -0.04
C  -0.80  -1.92  3.59  -0.63
Se  -0.22  -0.19  3.20  0.59
N  -0.06  -2.82  4.32  0.09
C  -0.82  -3.96  4.63  -0.19
C  -0.64  -4.94  5.59  -0.03
C  -1.72  -5.80  5.85  -0.12
C  -2.95  -5.64  5.18  -0.10
C  -3.12  -4.62  4.24  -0.01
C  -2.03  -3.79  4.00  -0.16
H  -3.67  -2.86  2.21  0.09
H  -2.89  -1.25  1.98  -0.01
H  -3.90  -1.58  3.42  0.09
H  0.90  -2.65  4.61  0.14
H  0.31  -5.01  6.11  0.10
H  -1.63  -6.60  6.59  0.09
H  -3.77  -6.32  5.41  0.09
H  -4.06  -4.43  3.72  0.10

As for the gap between HOMO and LUMO (spin up / spin down): 3.397 / 3.396 eV. The calculation puts the molecular weight at 741.43 u. The charge is -2. As for the spin multiplicity: 1. Its relative energy (zero: lowest compared OMol25 entry of this formula, charge and spin) is 103.75 kcal per mole.